DFT (ωB97M-V with the def2-TZVPD basis set) results for a cluster of 6 separate species, C31H79N5O11 in total in a non-equilibrium geometry.

Structure (XYZ):
```
126
Properties=species:S:1:pos:R:3:forces:R:3:lowdin_charge:R:1
C -0.320 0.127 3.312 0.0 -3.8 4.4 -0.066
O 0.833 -0.624 3.091 0.3 -0.8 -2.1 -0.175
C 0.853 -1.922 3.587 -0.6 -2.2 -0.1 -0.254
C 2.194 -2.601 3.287 1.0 1.5 0.6 -0.174
N 2.207 -3.944 3.902 0.7 2.7 0.3 -0.039
C 3.424 -4.639 3.783 3.2 -2.4 -1.9 -0.256
C 3.410 -5.998 4.490 -4.5 3.6 1.8 -0.151
O 3.113 -5.689 5.948 -1.6 0.0 -3.2 -0.224
C 2.762 -6.821 6.695 5.2 0.0 1.0 -0.147
H -0.156 0.636 4.228 -0.3 0.6 1.3 0.093
H -1.227 -0.477 3.406 0.1 -0.1 -0.1 0.100
H -0.452 0.811 2.643 -0.5 3.9 -4.5 0.032
H -0.041 -2.657 3.467 0.8 1.3 -1.5 0.148
H 0.713 -1.911 4.612 0.5 0.5 2.7 0.093
H 2.964 -1.940 3.785 -0.6 -0.8 -0.3 0.144
H 2.453 -2.510 2.202 -0.3 -0.6 0.5 0.104
H 1.573 -4.403 3.341 -2.0 -1.8 -1.1 0.081
H 4.353 -4.190 4.172 -0.8 0.9 -0.2 0.125
H 3.703 -4.991 2.645 -0.5 1.1 2.1 0.154
H 4.313 -6.395 4.591 3.9 -2.2 -0.6 0.067
H 2.658 -6.524 3.891 -0.1 -0.9 1.1 0.124
H 3.792 -7.386 6.671 -1.5 0.1 0.7 0.101
H 2.142 -7.601 6.299 -1.5 0.4 -0.1 0.068
H 2.724 -6.374 7.718 -1.0 -1.2 -0.6 0.103
C 3.349 -1.297 -4.216 -1.1 0.3 -5.4 -0.104
O 4.141 -0.159 -4.502 0.1 -1.0 -1.1 -0.143
C 4.044 0.935 -3.665 -13.5 0.4 -11.5 -0.224
C 3.947 2.233 -4.536 2.1 -2.1 0.9 -0.171
N 3.632 3.325 -3.648 -5.0 0.7 -4.5 -0.030
C 3.204 4.514 -4.507 0.4 -0.1 3.2 -0.160
C 2.949 5.776 -3.672 -3.0 -0.7 2.1 -0.179
O 2.271 6.828 -4.435 0.8 -1.6 0.4 -0.196
C 1.627 7.834 -3.706 -1.0 -0.2 2.4 -0.149
H 3.459 -2.070 -5.076 0.7 1.1 1.7 0.124
H 2.263 -1.192 -4.303 -0.2 1.0 0.2 0.084
H 3.548 -1.599 -3.297 1.1 -2.1 4.0 -0.007
H 4.610 0.972 -3.043 13.7 0.9 11.9 -0.050
H 3.230 0.883 -2.923 -1.4 -0.1 -0.9 0.135
H 3.236 2.136 -5.346 -0.2 -0.2 0.0 0.117
H 5.022 2.232 -4.973 -1.5 0.7 0.1 0.148
H 4.387 3.422 -3.145 4.9 1.7 3.5 0.035
H 2.311 4.166 -4.894 -1.9 -0.4 -1.1 0.090
H 3.860 4.731 -5.292 1.3 0.3 -1.3 0.099
H 3.865 6.039 -3.175 0.6 1.0 -0.1 0.103
H 2.245 5.486 -2.723 1.3 0.5 -2.2 0.150
H 1.152 8.517 -4.396 -0.3 -0.2 -0.4 0.071
H 2.347 8.447 -3.156 0.1 -0.1 0.2 0.074
H 0.799 7.500 -2.865 1.9 0.3 -2.1 0.127
C 0.043 7.550 0.643 -0.7 2.7 1.5 -0.165
O 0.361 6.321 0.000 1.4 2.5 -0.6 -0.205
C -0.784 5.597 -0.427 3.9 -4.3 5.8 -0.191
C -0.473 4.377 -1.307 -3.1 0.2 3.4 -0.168
N -1.774 3.636 -1.409 -0.6 0.3 -0.4 -0.092
C -1.596 2.470 -2.189 -1.6 -2.6 -2.8 -0.232
C -2.922 1.620 -2.015 10.2 -8.1 2.3 -0.209
O -2.999 0.519 -2.911 0.3 1.4 -0.1 -0.167
C -3.904 -0.466 -2.525 -3.1 2.3 -5.9 -0.121
H -0.630 8.298 0.165 -1.2 -1.6 -0.6 0.074
H 0.729 8.463 0.659 1.3 -2.3 0.1 0.092
H -0.337 7.531 1.741 0.6 -0.8 -1.7 0.107
H -1.431 6.196 -0.860 -3.5 2.8 -1.9 0.063
H -1.012 5.226 0.679 -1.4 0.1 -2.6 0.169
H 0.350 3.729 -1.031 -0.5 -0.7 1.7 0.123
H 0.003 4.624 -2.137 1.0 2.0 -4.9 0.047
H -2.746 4.004 -1.781 3.3 0.5 1.1 0.179
H -0.669 1.817 -1.900 -1.6 1.5 -0.8 0.125
H -1.687 2.721 -3.399 1.1 -0.8 2.6 0.168
H -3.668 2.106 -1.921 -9.9 7.1 -0.4 -0.007
H -3.058 1.136 -0.925 1.3 0.7 -1.5 0.160
H -3.924 -1.134 -3.388 0.2 -0.4 0.1 0.096
H -4.999 -0.163 -2.499 1.2 0.3 0.5 0.119
H -3.633 -0.961 -1.738 1.6 -2.7 5.0 0.001
C -2.979 -2.334 1.626 1.2 0.3 -3.4 -0.113
O -3.965 -1.516 2.154 3.0 -0.2 1.9 -0.142
C -5.156 -1.790 1.608 -3.6 0.1 0.2 -0.283
C -6.114 -0.779 2.181 -2.4 -0.1 -0.4 -0.185
N -7.515 -1.152 1.833 2.5 -1.9 -2.0 -0.091
C -8.473 -0.225 2.331 0.3 -5.3 1.6 -0.246
C -9.773 -0.440 1.688 -2.0 -3.6 4.0 -0.222
O -10.631 0.500 2.271 0.4 1.1 -0.6 -0.185
C -11.885 0.639 1.679 -2.1 -4.3 4.0 -0.115
H -1.921 -2.264 1.899 -0.2 1.7 0.3 0.066
H -3.032 -2.326 0.453 0.2 0.1 1.9 0.125
H -3.056 -3.324 1.892 -1.3 -2.7 0.6 0.055
H -5.691 -2.806 1.779 1.6 0.9 -0.3 0.162
H -5.109 -1.503 0.581 -0.2 -0.7 -1.3 0.111
H -5.940 0.185 1.767 0.5 1.0 -0.1 0.116
H -6.200 -0.752 3.246 1.3 0.3 1.1 0.114
H -7.491 -2.045 2.312 -1.4 -0.2 -0.1 0.098
H -8.062 0.619 2.143 2.0 6.2 -1.6 0.059
H -8.301 -0.340 3.404 -1.8 0.4 0.7 0.140
H -10.058 -1.681 1.980 0.2 3.1 -0.3 0.184
H -9.834 -0.566 0.665 0.4 0.7 -2.4 0.089
H -11.945 0.630 0.652 0.4 -0.1 -2.5 0.046
H -12.515 1.426 2.067 0.6 0.5 0.4 0.075
H -12.432 -0.395 2.122 0.6 2.4 -1.7 0.146
C 1.344 -5.867 -3.037 -1.9 0.8 2.9 -0.116
O 2.352 -5.465 -2.102 1.4 0.0 -0.2 -0.218
C 2.383 -4.049 -1.804 1.7 1.4 -3.3 -0.158
C 3.612 -3.517 -0.844 -3.8 0.7 2.6 -0.107
N 3.598 -1.980 -0.663 3.6 -3.8 -2.3 -0.050
C 4.705 -1.549 0.191 -2.8 0.4 1.0 -0.197
C 4.876 -0.040 0.167 1.2 1.9 -3.1 -0.230
O 5.944 0.383 0.977 -0.5 -0.1 0.1 -0.237
C 6.160 1.793 0.977 0.7 -0.6 -1.3 -0.117
H 1.134 -5.290 -3.903 0.0 2.1 -0.2 0.067
H 0.487 -5.969 -2.325 -0.3 0.3 -1.3 0.102
H 1.330 -6.772 -3.583 1.7 -2.0 0.5 0.062
H 1.381 -3.701 -1.497 0.5 -0.1 0.4 0.106
H 2.577 -3.551 -2.908 -0.5 -0.7 2.7 0.139
H 4.577 -3.854 -1.078 1.2 -0.4 -1.1 0.077
H 3.441 -3.969 0.237 0.1 0.5 -1.8 0.113
H 2.701 -1.660 -0.634 -2.2 1.1 1.1 0.002
H 5.552 -1.994 -0.218 1.7 -0.7 -0.5 0.093
H 4.553 -1.966 1.232 0.4 0.7 -0.6 0.124
H 3.983 0.561 0.368 -0.3 -0.4 0.3 0.107
H 5.178 0.378 -1.010 -0.9 -1.5 2.8 0.166
H 7.093 1.821 1.623 -0.9 0.8 -1.3 0.101
H 5.342 2.324 1.506 0.3 -0.1 -0.5 0.078
H 6.241 2.165 -0.213 0.1 -0.6 3.2 0.136
C 0.808 -0.349 -0.541 -1.8 4.4 -2.4 -0.228
O 1.086 -1.332 0.317 -1.1 -2.5 2.5 -0.134
H 1.703 0.274 -0.642 -0.1 0.7 0.1 0.060
H -0.136 0.381 -0.337 2.1 -1.8 0.1 0.121
H 0.648 -0.622 -1.612 -0.2 -0.8 0.8 0.087
H 0.704 -1.203 1.222 0.6 0.3 -1.0 0.083
```
Forces are in eV/Å.

**SMILES**: COCCNCCOC.COCCNCCOC.COCCNCCOC.COCCNCCOC.COCCNCCOC.CO
**Multiplicity**: 1
**LUMO**: 0.0183 Ha
**Largest force on an atom**: 18.19 eV/Å
**Frontier orbital gap**: 0.323 hartree
**Total energy**: -63375.6124 eV